--- a ---
Formula: C3H5N2O
Source: the Open Molecules 2025 dataset
Level of theory: ωB97M-V/def2-TZVPD

Properties
Multiplicity: 1
Net charge: +1
HOMO-LUMO gap: 10.8 eV
HOMO energy: -0.6277 Eh

Cartesian coordinates (Å):
C1 1.350 -1.353 -0.324
C2 -0.037 -0.910 -0.275
C3 -1.131 1.152 0.263
N1 2.205 -0.451 -0.051
N2 -0.062 0.338 0.014
O1 1.171 0.861 0.428
H1 1.531 -2.417 -0.553
H2 -0.943 -1.415 -0.616
H3 -2.102 0.699 0.484
H4 -0.775 1.651 1.158
H5 -1.207 1.844 -0.529

---

--- b ---
Formula: C3H5N2O
Source: the Open Molecules 2025 dataset
Level of theory: ωB97M-V/def2-TZVPD

Properties
Multiplicity: 1
Net charge: +1
HOMO-LUMO gap: 9.6 eV
HOMO energy: -0.5755 Eh

Cartesian coordinates (Å):
C1 0.934 0.942 -0.387
N1 1.158 -0.152 0.257
C2 0.361 -1.294 -0.120
N2 -0.920 -1.136 -0.217
C3 -1.578 -0.013 0.151
O1 -1.275 1.127 0.111
H1 1.153 1.929 0.011
H2 0.363 0.894 -1.292
H3 1.623 0.044 1.061
H4 0.833 -2.232 -0.132
H5 -2.654 -0.110 0.557

---

Verdict on stability: a comes out at the bottom.

---

--- a ---
Formula: C5H10N4
Source: the Open Molecules 2025 dataset
Level of theory: ωB97M-V/def2-TZVPD

Properties
Multiplicity: 1
Net charge: 0
HOMO-LUMO gap: 9.5 eV
HOMO energy: -0.3179 Eh

Cartesian coordinates (Å):
C1 -1.378 -0.009 -1.560
C2 -0.224 0.327 -0.637
C3 -0.703 1.370 0.611
N1 -0.561 0.795 1.710
C4 -0.313 -0.657 1.713
C5 0.195 -0.909 0.304
N2 1.673 -0.890 0.127
N3 2.048 0.418 -0.243
N4 0.994 0.820 -1.132
H1 -0.968 -0.521 -2.376
H2 -2.003 0.938 -1.884
H3 -2.163 -0.614 -1.193
H4 -0.837 2.402 0.532
H5 -1.223 -1.252 2.066
H6 0.484 -0.848 2.513
H7 -0.106 -1.828 -0.132
H8 2.044 -0.977 1.160
H9 1.932 1.100 0.505
H10 1.109 0.333 -2.084

---

--- b ---
Formula: C5H10N4
Source: the Open Molecules 2025 dataset
Level of theory: ωB97M-V/def2-TZVPD

Properties
Multiplicity: 1
Net charge: 0
HOMO-LUMO gap: 9.3 eV
HOMO energy: -0.3127 Eh

Cartesian coordinates (Å):
C1 0.432 2.513 -0.393
N1 -0.818 2.097 -0.532
N2 -1.443 1.774 0.543
C2 -1.801 0.625 0.777
N3 -1.148 -0.479 0.225
C3 -1.880 -1.729 -0.425
C4 0.289 -0.682 -0.098
N4 1.185 0.118 0.345
C5 2.516 -0.482 0.341
H1 0.932 2.479 0.570
H2 0.863 2.874 -1.212
H3 -2.525 0.491 1.539
H4 -2.384 -2.382 0.372
H5 -2.698 -1.507 -0.944
H6 -0.908 -2.119 -1.094
H7 0.493 -1.671 -0.699
H8 3.303 0.185 -0.173
H9 2.962 -0.802 1.244
H10 2.629 -1.302 -0.389

---

--- c ---
Formula: C5H10N4
Source: the Open Molecules 2025 dataset
Level of theory: ωB97M-V/def2-TZVPD

Properties
Multiplicity: 1
Net charge: 0
HOMO-LUMO gap: 8.9 eV
HOMO energy: -0.3341 Eh

Cartesian coordinates (Å):
H1 1.089 1.816 -1.347
N1 0.381 2.355 -1.637
C1 -0.626 1.851 -1.122
C2 -2.033 2.272 -1.527
N2 -0.750 0.847 0.059
N3 0.323 0.259 0.778
C3 0.588 -1.107 0.516
C4 1.638 -1.624 1.400
C5 1.173 -3.113 1.840
N4 0.045 -2.006 -0.350
H2 -0.884 -1.241 -0.516
H3 -2.176 2.663 -0.518
H4 -1.797 2.791 -2.557
H5 -2.908 1.401 -1.497
H6 -1.835 0.574 0.179
H7 0.140 0.316 1.965
H8 2.284 -0.933 1.939
H9 0.013 -3.349 1.294
H10 1.641 -3.899 2.464

---

Verdict on stability: c comes out at the bottom.